Entry 1:
Entry from the Open Molecules 2025 dataset: a cluster of 2 separate species, ClHNP in total in a non-equilibrium geometry (ωB97M-V/def2-TZVPD).

Summary:
Kohn-Sham gap	10.831	eV
SMILES string	N#P.Cl
ΔE to the lowest compared entry with this formula, charge and spin	0.921	eV
LUMO energy	-0.003	eV
E_HOMO	-10.83	eV

XYZ file:
```
4
ClHNP, DFT ωB97M-V/def2-TZVPD
P 0.717 1.886 -0.941
N -0.435 1.367 -0.253
Cl -0.642 -1.634 0.153
H 0.360 -1.618 1.042
```

***

Entry 2:
Entry from the Open Molecules 2025 dataset: an isolated molecule of ClHO3S in a non-equilibrium geometry (ωB97M-V/def2-TZVPD).

Summary:
Kohn-Sham gap (spin up / spin down)	6.547 / 5.728	eV
ΔE to the lowest compared entry with this formula, charge and spin	1.815	eV
LUMO energy (spin up / spin down)	0.067 / -6.084	eV
2S+1	3
E_HOMO (spin up / spin down)	-6.48 / -11.81	eV

XYZ file:
```
6
ClHO3S, DFT ωB97M-V/def2-TZVPD
S -0.864 0.134 0.010
O -0.564 0.968 1.124
H 2.271 0.169 0.008
O -0.864 0.699 -1.295
Cl 1.436 -0.808 -0.065
O -1.415 -1.162 0.219
```

***

Entry 3:
Entry from the Open Molecules 2025 dataset: a structure of composition ClHO3S in a non-equilibrium geometry (ωB97M-V/def2-TZVPD).

Summary:
Kohn-Sham gap (spin up / spin down)	9.393 / 7.530	eV
ΔE to the lowest compared entry with this formula, charge and spin	0.569	eV
LUMO energy (spin up / spin down)	0.572 / -4.488	eV
2S+1	3
E_HOMO (spin up / spin down)	-8.82 / -12.02	eV

XYZ file:
```
6
ClHO3S, DFT ωB97M-V/def2-TZVPD
O 1.435 1.009 0.635
O 0.049 0.520 -1.418
O -0.814 0.186 0.821
S 0.483 0.297 -0.078
Cl -1.828 -1.027 0.128
H 0.675 -0.984 -0.087
```

***

Entry 4:
Entry from the Open Molecules 2025 dataset: a structure of composition ClI2O2V in a non-equilibrium geometry (ωB97M-V/def2-TZVPD).

Summary:
net charge	-2
Kohn-Sham gap	5.416	eV
LUMO energy	4.666	eV
E_HOMO	-0.75	eV

XYZ file:
```
6
ClI2O2V, DFT ωB97M-V/def2-TZVPD
Cl 0.155 -2.718 -2.042
O 0.255 0.902 -1.250
I -2.692 0.979 0.906
I 2.424 1.411 1.691
V 0.072 0.457 0.258
O -0.212 -1.031 0.436
```

***

Entry 5:
Entry from the Open Molecules 2025 dataset: a structure of composition ClMg in a non-equilibrium geometry (ωB97M-V/def2-TZVPD).

Summary:
net charge	+1
Kohn-Sham gap	7.376	eV
ΔE to the lowest compared entry with this formula, charge and spin	0.245	eV
LUMO energy	-8.337	eV
E_HOMO	-15.71	eV

XYZ file:
```
2
ClMg, DFT ωB97M-V/def2-TZVPD
Cl -0.031 -1.052 -0.475
Mg 0.031 1.052 0.475
```

***

Entry 6:
Entry from the Open Molecules 2025 dataset: a cluster of 2 separate species, ClN3O2 in total in a non-equilibrium geometry (ωB97M-V/def2-TZVPD).

Summary:
Kohn-Sham gap (spin up / spin down)	8.308 / 8.207	eV
ΔE to the lowest compared entry with this formula, charge and spin	6.796	eV
LUMO energy (spin up / spin down)	-1.173 / -1.136	eV
E_HOMO (spin up / spin down)	-9.48 / -9.34	eV

XYZ file:
```
6
ClN3O2, DFT ωB97M-V/def2-TZVPD
N 1.856 -0.464 -0.273
N -0.943 -0.260 0.234
O -0.836 1.026 -0.408
O -1.618 -1.156 0.064
N -0.013 0.414 0.706
Cl 3.086 0.481 -0.220
```

***

Entry 7:
Entry from the Open Molecules 2025 dataset: a cluster of 2 separate species, ClNO2 in total in a non-equilibrium geometry (ωB97M-V/def2-TZVPD).

Summary:
Kohn-Sham gap (spin up / spin down)	7.622 / 9.688	eV
ΔE to the lowest compared entry with this formula, charge and spin	0.294	eV
LUMO energy (spin up / spin down)	-2.935 / -1.731	eV
E_HOMO (spin up / spin down)	-10.56 / -11.42	eV

XYZ file:
```
4
ClNO2, DFT ωB97M-V/def2-TZVPD
O 0.127 -0.547 -0.697
N 0.563 -0.627 0.373
O 0.462 -0.225 1.459
Cl -1.152 1.399 -1.135
```

***

Entry 8:
Entry from the Open Molecules 2025 dataset: a structure of composition ClNO3Pt3 in a non-equilibrium geometry (ωB97M-V/def2-TZVPD).

Summary:
net charge	+4
Kohn-Sham gap (spin up / spin down)	6.593 / 4.399	eV
ΔE to the lowest compared entry with this formula, charge and spin	0.000	eV
LUMO energy (spin up / spin down)	-19.815 / -21.492	eV
2S+1	7
E_HOMO (spin up / spin down)	-26.41 / -25.89	eV

XYZ file:
```
8
ClNO3Pt3, DFT ωB97M-V/def2-TZVPD
O 11.472 15.819 9.849
Pt 11.843 20.486 12.990
N 12.337 15.434 10.514
Pt 8.559 16.878 13.535
Pt 12.508 15.662 14.025
O 12.472 15.568 11.777
O 13.290 14.821 9.899
Cl 11.072 18.077 13.430
```

***

Entry 9:
Entry from the Open Molecules 2025 dataset: a cluster of 2 separate species, ClNO3S in total in a non-equilibrium geometry (ωB97M-V/def2-TZVPD).

Summary:
Kohn-Sham gap	9.384	eV
ΔE to the lowest compared entry with this formula, charge and spin	0.218	eV
LUMO energy	-1.600	eV
E_HOMO	-10.98	eV

XYZ file:
```
6
ClNO3S, DFT ωB97M-V/def2-TZVPD
N 1.035 0.835 -0.130
O -1.804 -0.477 -0.091
O 1.521 1.104 0.901
Cl 0.123 2.100 -0.928
S -0.702 -1.402 -0.410
O -0.174 -2.159 0.658
```

***

Entry 10:
Entry from the Open Molecules 2025 dataset: a cluster of 2 separate species, ClO3S in total in a non-equilibrium geometry (ωB97M-V/def2-TZVPD).

Summary:
net charge	-1
Kohn-Sham gap	7.307	eV
ΔE to the lowest compared entry with this formula, charge and spin	2.811	eV
LUMO energy	3.690	eV
E_HOMO	-3.62	eV

XYZ file:
```
5
ClO3S, DFT ωB97M-V/def2-TZVPD
O -1.052 0.237 -1.242
Cl 2.570 -0.214 -0.615
O 1.757 0.575 0.580
O -1.385 -0.431 1.059
S -0.590 -0.568 -0.111
```

***

Entry 11:
Entry from the Open Molecules 2025 dataset: a structure of composition ClO4Pb2 in a non-equilibrium geometry (ωB97M-V/def2-TZVPD).

Summary:
net charge	+4
Kohn-Sham gap (spin up / spin down)	10.584 / 7.251	eV
LUMO energy (spin up / spin down)	-18.704 / -21.607	eV
2S+1	2
E_HOMO (spin up / spin down)	-29.29 / -28.86	eV

XYZ file:
```
7
ClO4Pb2, DFT ωB97M-V/def2-TZVPD
Pb -1.561 -1.396 2.391
Cl -0.124 0.698 -0.103
O 0.283 -0.617 0.510
O -1.348 1.212 0.335
O -0.012 0.285 -1.417
Pb 1.809 -1.762 -1.968
O 0.954 1.580 0.252
```

***

Entry 12:
Entry from the Open Molecules 2025 dataset: a structure of composition ClZn2 in a non-equilibrium geometry (ωB97M-V/def2-TZVPD).

Summary:
net charge	+2
Kohn-Sham gap (spin up / spin down)	5.229 / 6.976	eV
LUMO energy (spin up / spin down)	-13.201 / -13.393	eV
2S+1	2
E_HOMO (spin up / spin down)	-18.43 / -20.37	eV

XYZ file:
```
3
ClZn2, DFT ωB97M-V/def2-TZVPD
Cl 0.049 -0.048 -0.050
Zn -2.374 0.358 1.328
Zn 2.325 -0.310 -1.278
```

***

Entry 13:
Entry from the Open Molecules 2025 dataset: a structure of composition CrH14O7 in a non-equilibrium geometry (ωB97M-V/def2-TZVPD).

Summary:
net charge	+3
Kohn-Sham gap (spin up / spin down)	9.388 / 10.779	eV
ΔE to the lowest compared entry with this formula, charge and spin	0.995	eV
LUMO energy (spin up / spin down)	-15.484 / -14.113	eV
2S+1	4
E_HOMO (spin up / spin down)	-24.87 / -24.89	eV

XYZ file:
```
22
CrH14O7, DFT ωB97M-V/def2-TZVPD
H -12.856 -3.006 18.198
Cr -15.413 -3.520 16.762
H -15.662 -1.299 18.438
H -14.656 -4.922 14.460
H -14.373 -5.805 17.853
O -13.704 -3.443 18.117
H -14.926 -6.533 16.645
H -15.507 -0.703 17.055
H -13.352 -2.808 14.728
H -18.041 -2.921 15.893
H -16.999 -2.148 15.113
H -16.032 -4.349 14.194
H -13.626 -4.222 18.667
O -13.731 -2.616 15.586
H -13.102 -2.025 15.999
O -17.103 -2.732 15.864
H -16.849 -4.571 19.136
O -15.458 -1.531 17.531
H -17.098 -3.109 18.833
O -14.917 -5.678 17.075
O -16.542 -3.848 18.589
O -15.342 -4.385 14.856
```

***

Entry 14:
Entry from the Open Molecules 2025 dataset: a structure of composition Cs2F6N3Na2O12S6 in a non-equilibrium geometry (ωB97M-V/def2-TZVPD).

Summary:
net charge	+1
Kohn-Sham gap	8.156	eV
LUMO energy	-4.946	eV
E_HOMO	-13.10	eV

XYZ file:
```
31
Cs2F6N3Na2O12S6, DFT ωB97M-V/def2-TZVPD
N 0.336 1.514 -0.604
S 0.879 3.042 -1.117
Cs -0.368 -2.502 0.350
F -2.025 0.636 3.819
N 2.565 -1.781 -0.127
F -3.436 -0.380 -0.559
S -3.111 -0.409 3.162
S -0.418 1.113 -1.957
O -4.321 0.100 3.673
O 3.358 -2.378 -2.513
O -1.803 1.395 -2.056
O 2.592 -4.260 -0.217
S 3.440 -1.383 -1.514
O 2.064 3.037 -1.846
O 0.294 1.157 -3.161
N -2.678 -0.018 1.612
Cs -1.300 6.520 -1.612
O -0.182 3.900 -1.535
O 4.756 -3.106 0.226
O -5.113 0.336 0.905
O -2.616 -1.680 3.537
O 4.607 -0.609 -1.341
Na -0.851 1.456 1.581
S -4.022 -0.561 0.931
F -0.380 -0.481 -1.660
F 3.049 -3.056 1.800
S 3.346 -3.135 0.202
O -4.196 -1.961 1.036
Na 1.860 0.244 0.651
F 2.383 -0.279 -1.999
F 1.289 3.526 0.335
```

***

Entry 15:
Entry from the Open Molecules 2025 dataset: a structure of composition CsH2O in a non-equilibrium geometry (ωB97M-V/def2-TZVPD).

Summary:
net charge	+1
Kohn-Sham gap	12.420	eV
ΔE to the lowest compared entry with this formula, charge and spin	0.263	eV
LUMO energy	-4.024	eV
E_HOMO	-16.44	eV

XYZ file:
```
4
CsH2O, DFT ωB97M-V/def2-TZVPD
O 0.413 -0.313 0.480
Cs -1.831 -0.029 -1.458
H 0.095 0.574 0.667
H 1.323 -0.231 0.312
```

***

Entry 16:
Entry from the Open Molecules 2025 dataset: a structure of composition CsHO in a non-equilibrium geometry (ωB97M-V/def2-TZVPD).

Summary:
Kohn-Sham gap	5.532	eV
ΔE to the lowest compared entry with this formula, charge and spin	0.741	eV
LUMO energy	-0.938	eV
E_HOMO	-6.47	eV

XYZ file:
```
3
CsHO, DFT ωB97M-V/def2-TZVPD
H 27.970 -12.726 23.200
O 27.339 -13.115 22.650
Cs 28.048 -13.466 25.790
```

***

Entry 17:
Entry from the Open Molecules 2025 dataset: a structure of composition CuH12O6 in a non-equilibrium geometry (ωB97M-V/def2-TZVPD).

Summary:
net charge	+2
Kohn-Sham gap (spin up / spin down)	12.887 / 9.783	eV
ΔE to the lowest compared entry with this formula, charge and spin	0.227	eV
LUMO energy (spin up / spin down)	-7.411 / -10.096	eV
2S+1	2
E_HOMO (spin up / spin down)	-20.30 / -19.88	eV

XYZ file:
```
19
CuH12O6, DFT ωB97M-V/def2-TZVPD
H -0.388 2.588 0.027
O 0.084 -2.238 0.366
H -2.590 -0.747 0.023
O 2.108 0.222 0.483
H 2.333 0.077 1.426
H 2.484 1.082 0.194
O 0.703 -0.405 -2.010
H -0.404 -2.676 -0.386
H -0.968 0.276 2.552
H 0.250 -2.862 1.092
H 1.043 0.329 -2.516
H -0.002 -0.839 -2.491
H 0.537 0.845 2.484
Cu 0.089 -0.146 0.053
O -1.901 -0.297 -0.520
H -2.340 0.488 -0.858
H -0.660 2.000 -1.387
O -0.190 1.881 -0.559
O -0.181 0.423 2.022
```

***

Entry 18:
Entry from the Open Molecules 2025 dataset: a structure of composition CuH14O11S in a non-equilibrium geometry (ωB97M-V/def2-TZVPD).

Summary:
net charge	-1
Kohn-Sham gap	4.195	eV
ΔE to the lowest compared entry with this formula, charge and spin	0.919	eV
LUMO energy	1.252	eV
E_HOMO	-2.94	eV

XYZ file:
```
27
CuH14O11S, DFT ωB97M-V/def2-TZVPD
H 1.149 0.539 2.190
H -1.803 -1.403 1.611
O -1.268 1.533 -0.523
O 1.168 -2.748 1.565
O 0.755 -0.988 -3.266
H 2.025 -2.406 1.326
O 2.395 -1.472 -1.764
O 0.807 -3.122 -2.379
S 1.006 -1.688 -2.069
H 0.430 2.200 -1.177
H -1.380 -1.631 -0.898
O -0.363 3.612 0.889
H 2.041 0.510 0.937
O 1.371 2.138 -1.383
H 0.490 3.611 1.351
H -1.487 1.192 -1.415
H 0.797 -2.135 2.191
O -1.634 -0.475 1.562
H -0.470 2.702 0.587
H 1.782 2.281 -0.487
O 1.105 0.693 1.275
H -1.356 -0.198 2.398
H -2.140 1.758 -0.227
H -2.845 -1.108 -0.673
Cu -0.364 -0.222 0.283
O 0.135 -1.249 -0.985
O -2.346 -1.925 -0.916
```

***

Entry 19:
Entry from the Open Molecules 2025 dataset: a structure of composition CuH16O8 in a non-equilibrium geometry (ωB97M-V/def2-TZVPD).

Summary:
Kohn-Sham gap (spin up / spin down)	3.451 / 8.367	eV
LUMO energy (spin up / spin down)	0.143 / -0.186	eV
2S+1	2
E_HOMO (spin up / spin down)	-3.31 / -8.55	eV

XYZ file:
```
25
CuH16O8, DFT ωB97M-V/def2-TZVPD
O 1.370 -1.053 1.846
Cu 0.365 0.093 -0.066
H 1.993 -1.466 1.249
H -0.963 -2.358 -0.689
H 1.454 -2.425 -1.516
O 2.058 1.592 0.251
H -0.247 -1.583 1.980
H -1.388 2.314 1.981
O 1.718 -1.671 -0.990
H 0.393 2.154 -2.357
H 2.109 2.519 0.485
H -2.195 -1.726 -0.078
H -1.863 2.221 0.546
O -1.267 -1.565 -0.248
O -1.099 2.068 1.102
H 2.808 1.192 0.692
H -1.662 -1.047 2.027
H 2.636 -1.836 -0.777
H -0.108 0.827 -2.886
H -2.193 0.399 -1.547
O 0.036 1.312 -2.074
O -2.636 1.099 -2.028
O -1.074 -1.671 2.453
H -1.990 1.804 -2.073
H 1.744 -1.192 2.717
```

***

Entry 20:
Entry from the Open Molecules 2025 dataset: a structure of composition F12H2N6NaO25S12 in a non-equilibrium geometry (ωB97M-V/def2-TZVPD).

Summary:
net charge	-5
Kohn-Sham gap	6.402	eV
ΔE to the lowest compared entry with this formula, charge and spin	0.000	eV
LUMO energy	8.260	eV
E_HOMO	1.86	eV

XYZ file:
```
58
F12H2N6NaO25S12, DFT ωB97M-V/def2-TZVPD
S -4.647 0.092 2.316
N 0.297 -3.245 3.713
S 3.538 2.613 -0.845
F 4.518 1.383 -0.508
O 2.266 1.951 -0.780
O -3.910 2.617 0.916
O -0.474 1.373 -2.009
O -0.026 1.681 -4.942
O -0.309 -1.241 1.989
O -4.013 -1.042 1.712
H -0.252 3.535 0.906
S 3.262 -3.974 -0.168
S -1.532 2.202 -2.572
O -5.785 0.627 1.601
F -2.024 2.935 -1.213
N -1.061 3.501 -3.255
F 2.393 5.007 1.524
F 2.467 -3.858 4.223
S -0.541 -1.840 3.289
S -3.127 1.754 1.768
N -3.820 1.086 3.172
F 0.321 3.960 -5.240
F 3.679 -5.424 -0.659
S 3.265 -1.849 -1.525
Na 0.346 0.570 0.277
O 3.630 6.068 -0.202
F -2.289 2.761 2.680
O -3.465 -4.186 -0.493
S 2.905 4.835 0.012
O -0.999 -1.007 4.356
O 0.247 2.790 1.256
F -1.815 -2.734 2.938
S -2.233 -1.984 -1.726
O 2.044 -4.305 0.506
F -1.328 -1.358 -2.945
O -2.042 0.959 1.233
S 1.649 -2.505 3.934
H 0.421 3.017 2.173
S -0.775 2.914 -4.811
O 1.822 -1.753 5.153
O 2.475 -1.079 -0.623
F 2.788 -1.301 -2.929
O 2.309 -2.031 2.734
O 4.027 3.010 -2.146
S -2.036 -4.157 -0.690
F -1.701 -5.630 -1.240
O 1.672 4.655 -0.726
O -1.852 3.172 -5.762
O 4.425 -3.509 0.531
F -5.493 -0.578 3.573
N 3.970 3.553 0.329
N -1.418 -3.430 -1.896
O 4.678 -1.575 -1.631
O -2.707 1.556 -3.085
N 2.951 -3.375 -1.759
O -3.578 -1.993 -2.248
O -1.906 -1.066 -0.674
O -1.209 -4.151 0.488
```

***

Computed E_tot (Eh) in order:
-856.85392, -1084.42389, -1084.46968, -2150.21180, -660.01233, -774.54748, -665.24653, -1095.96267, -1138.75244, -1084.08709, -1144.45521, -4018.01877, -1578.43099, -4420.19664, -96.37221, -95.89494, -2098.50847, -2874.66366, -2251.88039, -8349.41205